Record 1
{
  "formula": "CH9NO3",
  "method": "the ωB97M-V functional and the def2-TZVPD basis",
  "species": ["C", "N", "H", "H", "H", "O", "H", "H", "O", "H", "H", "O", "H", "H"],
  "positions_angstrom": [[-1.901, -1.816, 0.322], [-0.891, -1.182, 0.023], [-1.965, -2.713, -0.337], [-2.820, -1.576, 0.914], [-0.657, -0.294, 0.450], [1.697, -0.141, -0.791], [1.206, -0.745, -0.165], [2.453, 0.218, -0.255], [0.151, 2.014, -2.963], [0.176, 1.070, -3.004], [0.940, 2.127, -2.501], [0.407, 0.764, 2.623], [-0.057, 1.171, 3.352], [1.262, 1.102, 2.333]],
  "total_energy_ha": -323.91228,
  "de_lowest_kcal_mol": 34.7,
  "e_homo_ev": -9.824,
  "max_force_ev_per_a": 3.131,
  "smiles": "C=N.O.O.O"
}

---

Record 2
{
  "formula": "C5H5NO",
  "method": "the ωB97M-V functional and the def2-TZVPD basis",
  "species": ["O", "C", "C", "C", "C", "C", "N", "H", "H", "H", "H", "H"],
  "positions_angstrom": [[-1.685, -0.427, 1.550], [-1.479, -0.725, 0.436], [-1.554, -1.126, -0.817], [-0.646, -1.323, -1.765], [1.028, -0.076, 0.349], [0.915, 1.473, 0.374], [1.174, 0.578, 1.447], [-0.893, -1.739, -2.738], [0.401, -1.072, -1.573], [-0.058, 1.963, 0.322], [1.751, 2.036, -0.026], [1.046, 0.438, 2.442]],
  "total_energy_ha": -323.30045,
  "de_lowest_kcal_mol": 137.6,
  "e_homo_ev": -8.828,
  "max_force_ev_per_a": 0.994
}

---

Record 3
{
  "formula": "C22H22FN6O4S2W",
  "method": "the ωB97M-V functional and the def2-TZVPD basis",
  "species": ["W", "N", "C", "N", "C", "C", "S", "C", "C", "S", "C", "N", "N", "H", "H", "H", "H", "H", "H", "F", "C", "C", "N", "C", "C", "O", "O", "C", "O", "N", "C", "O", "H", "H", "H", "H", "C", "C", "C", "C", "C", "C", "C", "C", "C", "C", "H", "H", "H", "H", "H", "H", "H", "H", "H", "H", "H", "H"],
  "positions_angstrom": [[-0.077, 0.564, 0.110], [3.094, 1.436, -0.873], [2.168, 2.342, -1.151], [0.859, 2.235, -0.839], [0.173, 3.552, -0.803], [1.252, 4.638, -1.328], [2.538, 3.848, -2.031], [-2.020, 2.595, -1.171], [-3.370, 2.731, -1.256], [-4.069, 1.159, -1.060], [-2.571, 0.492, -0.858], [-1.570, 1.391, -0.951], [-2.086, -0.749, -0.302], [2.640, 0.681, -0.345], [4.061, 1.475, -1.193], [0.804, 5.507, -1.862], [-3.925, 3.633, -1.549], [-2.598, -1.107, 0.543], [-1.977, -1.611, -0.943], [0.864, -1.041, 2.533], [0.023, -0.058, 2.212], [0.692, 1.152, 1.897], [-0.309, 2.239, 1.866], [0.312, 3.581, 1.896], [0.546, 4.147, 0.556], [1.447, 4.931, 0.154], [-1.113, 3.604, -1.262], [-1.520, 2.316, 2.725], [-1.951, 3.389, 2.992], [-1.990, 1.097, 2.927], [-1.420, -0.175, 2.679], [-2.118, -1.126, 2.570], [1.753, 1.271, 2.363], [1.118, 3.688, 2.645], [-0.466, 4.224, 2.407], [-3.002, 1.021, 3.170], [2.602, -2.673, 0.486], [1.600, -2.317, -0.570], [2.373, -2.089, -1.882], [0.919, -0.960, -0.215], [0.360, -3.159, -0.678], [0.025, -4.099, 0.334], [-0.971, -5.072, 0.190], [-1.831, -4.959, -0.912], [-1.726, -3.846, -1.784], [-0.587, -3.000, -1.691], [3.477, -2.087, 0.553], [2.884, -3.720, 0.287], [2.182, -2.873, 1.481], [3.204, -1.360, -1.766], [1.790, -1.772, -2.798], [2.766, -3.014, -2.258], [0.676, -0.556, -1.256], [0.640, -4.130, 1.241], [-1.154, -5.731, 1.028], [-2.693, -5.609, -1.135], [-2.358, -3.758, -2.640], [-0.369, -2.286, -2.478]],
  "total_energy_ha": -2443.19694,
  "de_lowest_kcal_mol": 120.8,
  "e_homo_ev": -16.724,
  "max_force_ev_per_a": 3.864,
  "total_charge": 3
}

---

Record 4
{
  "formula": "C3H4FeLiO4",
  "method": "the ωB97M-V functional and the def2-TZVPD basis",
  "species": ["O", "C", "C", "O", "O", "C", "Li", "H", "H", "Fe", "O", "H", "H"],
  "positions_angstrom": [[-0.296, -0.120, -0.529], [0.989, -0.483, -0.006], [-1.364, 0.097, 0.175], [1.216, -1.665, -0.115], [1.652, 0.460, 0.472], [-2.544, 0.606, -0.528], [2.297, -3.139, 0.094], [-3.248, -0.221, -0.686], [-2.221, 0.971, -1.514], [2.335, 2.184, -0.158], [-1.380, 0.077, 1.442], [-2.306, -0.081, 1.774], [-2.999, 1.373, 0.138]],
  "spin_multiplicity": 7,
  "total_energy_ha": -1687.59636,
  "de_lowest_kcal_mol": 0.0,
  "e_homo_ev": [-22.223, -25.017],
  "max_force_ev_per_a": 5.220,
  "total_charge": 3
}